The following is a DFT calculation (wB97M-V/def2-TZVPD) of one molecule with the formula C3H3N3OS at a distorted geometry.

Kohn-Sham gap in eV: 8.0
LUMO level in eV: -0.74

Last column: Löwdin charge in e.
Atoms and positions in Å:
C -0.12 0.26 -0.50  -0.47
C -0.13 -0.50 0.73  0.02
C 1.07 -0.56 1.33  -0.13
H -3.11 0.84 -2.16  -0.06
H -1.04 -0.97 1.03  0.10
H 1.23 -1.12 2.29  0.13
N -0.89 0.38 -1.44  -0.35
N 2.15 0.10 0.93  0.01
N 2.19 0.81 -0.05  0.04
O 1.05 1.03 -0.67  0.01
S -2.40 -0.27 -1.49  0.70

=====

The following is a DFT calculation (wB97M-V/def2-TZVPD) of a 2-piece molecular cluster, C9H9N3O2 overall at a distorted geometry.

Kohn-Sham gap in eV: 9.7
LUMO level in eV: 0.47

Last column: Löwdin charge in e.
Atoms and positions in Å:
C -1.45 -0.84 0.30  -0.15
C -2.61 -0.13 0.62  -0.07
C -3.60 -0.64 1.44  -0.07
C -3.34 -1.91 1.96  -0.08
C -2.10 -2.47 1.76  -0.16
C 1.04 1.23 -0.50  -0.37
C 2.19 2.07 -0.11  -0.02
C 3.37 1.90 -0.67  -0.08
C 2.56 0.14 -2.12  -0.55
H -0.59 -0.44 -0.32  0.07
H -2.77 0.72 0.08  0.07
H -4.44 -0.02 1.67  0.10
H -4.15 -2.27 2.58  0.10
H -1.76 -3.35 2.31  0.11
H 0.61 -0.60 -1.58  0.20
H 2.00 2.94 0.56  0.13
H 4.26 2.55 -0.42  0.15
H 4.38 0.97 -2.25  0.13
N -1.18 -1.98 0.90  0.05
N 1.36 0.18 -1.41  0.19
N 3.57 0.99 -1.72  0.13
O -0.11 1.55 -0.05  0.01
O 2.75 -0.59 -3.02  0.12

=====

The following is a DFT calculation (wB97M-V/def2-TZVPD) of one molecule with the formula C23H23NO3.

Kohn-Sham gap in eV: 8.5
LUMO level in eV: -0.13

Last column: Löwdin charge in e.
Atoms and positions in Å:
C 2.77 -1.14 3.83  -0.04
H 2.26 -0.82 4.74  0.08
H 3.18 -2.13 3.98  0.08
C 1.81 -1.14 2.64  -0.36
N 1.30 0.21 2.42  0.11
C 1.98 1.11 1.70  -0.46
O 3.06 0.92 1.19  0.08
C 1.24 2.47 1.57  -0.04
H 1.96 3.23 1.27  0.14
H 0.76 2.73 2.52  0.13
O 0.28 2.43 0.53  0.02
C -0.90 1.85 0.78  -0.44
O -1.19 1.38 1.86  0.08
C -1.85 1.89 -0.36  -0.07
C -3.18 1.89 -0.01  0.00
C -4.19 1.96 -0.97  -0.06
C -3.86 2.00 -2.29  -0.02
C -2.51 1.96 -2.71  -0.16
C -2.18 1.97 -4.08  -0.03
C -0.88 1.91 -4.49  -0.07
C 0.14 1.83 -3.54  -0.07
C -0.14 1.82 -2.20  -0.03
C -1.47 1.90 -1.74  -0.09
H 0.67 1.75 -1.49  0.11
H 1.17 1.77 -3.87  0.11
H -0.64 1.92 -5.54  0.10
H -2.99 2.02 -4.80  0.11
H -4.63 2.06 -3.05  0.11
H -5.22 1.98 -0.66  0.11
H -3.43 1.86 1.04  0.12
H 0.38 0.44 2.77  0.12
C 0.64 -2.10 2.88  -0.15
C -0.37 -2.12 1.72  -0.14
C 0.28 -2.37 0.39  -0.24
C 0.20 -1.43 -0.62  -0.02
C 0.80 -1.64 -1.85  -0.07
C 1.51 -2.81 -2.07  -0.09
C 1.60 -3.77 -1.07  -0.08
C 0.98 -3.55 0.15  -0.05
H 1.05 -4.30 0.92  0.11
H 2.14 -4.68 -1.24  0.10
H 1.99 -2.98 -3.02  0.10
H 0.72 -0.90 -2.62  0.09
H -0.36 -0.52 -0.45  0.09
H -0.91 -1.18 1.69  0.10
H -1.10 -2.91 1.93  0.12
H 1.06 -3.10 3.02  0.11
H 0.13 -1.82 3.80  0.12
H 2.36 -1.42 1.74  0.15
H 3.59 -0.45 3.63  0.08

=====

The following is a DFT calculation (wB97M-V/def2-TZVPD) of C23H53BrCl6IMgN6O7PSi as an isolated structure at a distorted geometry.

Total charge: +2
Kohn-Sham gap in eV: 1.2
LUMO level in eV: -9.54

Last column: Löwdin charge in e.
Atoms and positions in Å:
C 3.25 0.14 2.95  -0.16
C 2.85 1.31 1.89  -0.22
C 1.47 0.97 0.99  -0.58
Cl 0.26 0.03 2.02  0.55
N 1.69 0.56 -0.41  -0.02
C 0.40 0.77 -1.22  -0.05
N 0.35 1.91 -1.97  -0.08
N -0.74 2.14 -2.78  0.03
C 1.44 3.00 -2.02  -0.54
Br 1.29 3.81 -3.88  0.70
C 1.21 4.21 -0.93  -0.25
C -0.32 4.77 -0.82  -0.14
N -0.56 -0.37 -1.12  -0.03
C -1.97 -0.07 -0.95  -0.20
C -2.93 -1.03 -0.05  -0.19
C -4.39 -0.23 0.10  -0.15
C -5.66 -1.26 0.28  -0.18
O -5.78 -2.29 -0.76  -0.13
C -5.85 -1.71 -2.11  -0.15
O -6.54 -0.62 -2.47  -0.04
C -0.03 -1.51 -1.84  -0.56
C -0.32 -1.37 -3.49  -0.05
C -1.85 -1.59 -3.97  -0.31
O -1.91 -2.90 -4.69  -0.13
C -2.38 -0.46 -5.06  -0.21
N -3.71 0.15 -4.70  -0.02
P -0.36 -3.29 -1.27  0.68
O -1.93 -3.91 -1.82  -0.44
I -0.61 -3.49 1.22  0.47
O 1.47 -1.47 -1.89  -0.18
C 2.11 -0.81 -0.76  -0.54
N 2.30 -1.82 0.33  0.05
Si 3.94 -0.59 -1.48  0.59
C 4.38 -2.40 -2.13  -0.21
C 3.98 0.53 -3.05  -0.20
C 5.26 -0.18 -0.17  -0.20
H 2.82 -0.92 2.74  0.06
H 2.83 0.47 4.02  0.09
H 4.43 0.11 3.09  0.09
H 2.58 2.27 2.55  0.12
H 3.72 1.68 1.18  0.08
H 0.96 2.05 0.91  0.11
H -1.08 1.30 -3.29  0.08
H -1.58 2.44 -2.20  0.13
H 2.52 2.58 -1.88  0.10
H 1.87 5.13 -1.32  0.12
H 1.66 3.97 0.15  0.11
H -0.23 5.91 -0.46  0.08
H -0.90 4.83 -1.85  0.08
H -0.98 4.25 0.02  0.08
H -2.58 0.15 -1.95  0.11
H -2.03 0.99 -0.39  0.15
H -2.49 -1.07 1.04  0.06
H -3.20 -2.07 -0.51  0.10
H -4.51 0.41 -0.88  0.11
H -4.35 0.50 1.03  0.13
H -6.67 -0.63 0.25  0.15
H -5.66 -1.80 1.34  0.15
H -5.28 -2.29 -2.98  0.16
H 0.18 -0.38 -3.89  0.13
H 0.33 -2.25 -3.96  0.16
H -2.66 -1.70 -3.10  0.12
H -2.88 -3.10 -4.90  0.13
H -1.52 0.32 -5.24  0.12
H -2.54 -1.02 -6.10  0.14
H -3.55 1.18 -4.48  0.08
H -4.13 -0.27 -3.84  0.03
H -1.73 -4.71 -2.41  0.08
H 3.23 -1.80 0.79  0.06
H 2.27 -2.77 -0.16  0.08
H 5.26 -2.23 -2.92  0.06
H 4.77 -3.07 -1.25  0.06
H 3.50 -2.89 -2.73  0.05
H 4.87 0.13 -3.73  0.07
H 4.34 1.60 -2.68  0.05
H 2.95 0.59 -3.60  0.05
H 5.01 -0.55 0.91  0.03
H 5.54 0.96 -0.19  0.05
H 6.26 -0.76 -0.48  0.08
O 4.65 3.74 1.41  -0.22
H 5.48 3.24 1.46  0.05
H 4.36 3.81 2.33  0.02
Cl 5.73 5.65 1.97  0.23
Cl -1.42 -5.68 4.31  0.54
C -0.77 -4.91 5.78  -0.65
C -1.53 -3.64 6.14  -0.69
Cl -1.26 -2.33 4.96  0.50
H 0.29 -4.71 5.62  0.08
H -0.87 -5.64 6.59  0.08
H -1.19 -3.27 7.11  0.00
H -2.61 -3.82 6.20  0.07
C -2.50 -0.83 8.66  -0.95
Cl -0.88 -0.23 8.28  0.50
Cl -2.43 -2.49 9.27  0.59
H -2.95 -0.19 9.42  0.04
H -3.10 -0.81 7.75  0.06
O -0.14 7.73 -1.79  -0.07
H 0.23 7.25 -2.54  0.03
H -0.01 8.66 -2.02  0.05
Mg -0.27 0.03 10.42  0.70

=====

The following is a DFT calculation (wB97M-V/def2-TZVPD) of a 4-piece molecular cluster, C17H38ClO12P5S overall at a distorted geometry.

Kohn-Sham gap in eV: 8.1
LUMO level in eV: -0.84

Last column: Löwdin charge in e.
Atoms and positions in Å:
S -1.07 3.60 1.96  0.09
P -2.49 2.64 1.06  0.07
P -1.66 0.75 0.25  0.42
Cl -1.92 0.81 -1.81  0.21
C -2.74 -0.62 0.85  -0.45
C -2.34 -2.04 0.34  -0.19
C -1.02 -2.15 -0.39  -0.31
C -1.03 -2.56 -1.72  -0.07
C 0.15 -2.71 -2.43  -0.08
C 1.35 -2.41 -1.81  -0.09
C 1.40 -2.00 -0.49  -0.06
C 0.20 -1.90 0.21  -0.08
H -3.54 2.29 1.93  -0.06
H -2.99 3.34 -0.06  -0.06
H -2.65 -0.61 1.93  0.08
H -3.79 -0.45 0.58  0.07
H -2.31 -2.74 1.18  0.12
H -3.12 -2.37 -0.35  0.09
H -1.97 -2.77 -2.21  0.10
H 0.11 -3.05 -3.46  0.10
H 2.28 -2.49 -2.36  0.10
H 2.34 -1.78 0.00  0.10
H 0.21 -1.58 1.24  0.12
C 6.34 -4.17 5.28  -0.10
O 5.38 -3.22 4.80  -0.22
P 5.03 -3.05 3.21  0.54
O 3.68 -2.44 3.30  -0.26
O 5.03 -4.66 2.99  -0.29
C 3.86 -5.39 3.34  -0.10
O 5.32 -2.87 1.60  -0.23
C 5.65 -1.55 1.15  -0.12
H 6.93 -3.69 6.07  0.09
H 5.80 -5.01 5.72  0.09
H 7.00 -4.53 4.50  0.09
H 3.16 -4.79 3.91  0.08
H 4.16 -6.26 3.94  0.08
H 3.38 -5.75 2.43  0.09
H 6.53 -1.17 1.66  0.08
H 4.80 -0.89 1.34  0.08
H 5.85 -1.59 0.08  0.09
C -4.67 -1.05 -3.23  -0.09
O -4.67 -2.49 -3.16  -0.23
P -6.02 -3.35 -2.97  0.44
O -5.66 -4.70 -3.43  -0.24
O -6.90 -2.49 -4.02  -0.26
C -6.88 -2.85 -5.40  -0.10
O -7.29 -3.50 -1.98  -0.21
C -7.02 -4.00 -0.66  -0.09
H -3.84 -0.68 -2.64  0.00
H -4.52 -0.77 -4.27  0.10
H -5.60 -0.62 -2.87  0.09
H -6.09 -3.57 -5.62  0.08
H -6.71 -1.95 -5.99  0.08
H -7.85 -3.27 -5.67  0.09
H -6.26 -3.40 -0.15  0.08
H -6.69 -5.04 -0.71  0.09
H -7.94 -3.95 -0.09  0.09
C 1.25 9.46 -0.22  -0.10
O 1.68 8.65 0.89  -0.21
P 2.56 7.31 0.67  0.44
O 3.20 7.08 1.98  -0.24
O 3.54 7.94 -0.45  -0.27
C 4.72 8.63 -0.03  -0.10
O 2.52 5.91 -0.11  -0.21
C 1.52 4.95 0.33  -0.14
H 0.22 9.76 -0.04  0.09
H 1.87 10.35 -0.25  0.09
H 1.32 8.94 -1.17  0.09
H 4.72 8.83 1.04  0.08
H 4.77 9.58 -0.56  0.08
H 5.59 8.03 -0.29  0.09
H 0.52 5.39 0.30  0.04
H 1.74 4.61 1.34  0.07
H 1.56 4.10 -0.35  0.09

=====

The following is a DFT calculation (wB97M-V/def2-TZVPD) of C15H25N6O4PbS as an isolated structure at a distorted geometry.

Total charge: +3
Kohn-Sham gap (spin up / spin down) in eV: 4.8 / 6.7
LUMO level (spin up / spin down) in eV: -12.89 / -11.38

Last column: Löwdin charge in e.
Atoms and positions in Å:
Pb 0.04 0.27 -0.05  1.46
N 2.58 0.34 -0.38  -0.09
C 3.02 -1.00 -0.78  -0.22
C 2.55 -2.02 0.25  -0.17
N 1.08 -2.08 0.36  -0.12
C 0.43 -3.11 -0.46  -0.17
C -0.17 -2.55 -1.75  -0.22
N -1.13 -1.48 -1.41  -0.08
H 2.88 1.02 -1.06  0.10
H 3.02 0.58 0.51  0.11
H 4.11 -1.07 -0.85  0.14
H 2.61 -1.22 -1.77  0.11
H 2.96 -1.74 1.22  0.14
H 2.95 -3.00 -0.02  0.14
H 0.85 -2.24 1.34  0.12
H -0.38 -3.56 0.12  0.14
H 1.14 -3.90 -0.72  0.14
H -0.64 -3.37 -2.29  0.14
H 0.61 -2.12 -2.38  0.11
H -1.92 -1.88 -0.92  0.11
H -1.50 -1.08 -2.27  0.08
O 0.13 0.29 2.52  -0.09
C -0.57 0.67 3.44  -0.14
C -1.92 1.21 3.37  -0.07
C -2.52 1.67 4.53  0.11
C -3.77 2.29 4.47  -0.04
C -4.48 2.38 3.28  0.07
C -3.92 1.93 2.11  0.09
C -2.61 1.31 2.09  -0.31
O -2.17 0.86 1.01  -0.12
N -4.35 2.83 5.74  -0.35
O -5.40 3.38 5.62  0.16
O -3.70 2.62 6.72  0.15
H -0.18 0.58 4.47  0.16
H -2.02 1.62 5.49  0.15
H -5.46 2.84 3.27  0.15
H -4.45 1.98 1.18  0.14
C 0.19 2.41 -5.90  -0.02
N -0.26 3.32 -4.89  -0.14
C -0.66 4.67 -5.18  -0.07
C -1.01 5.25 -3.80  -0.08
N -0.84 4.11 -2.93  0.06
C -0.41 3.04 -3.59  -0.69
S -0.07 1.50 -2.94  0.84
H 0.63 2.97 -6.73  0.12
H -0.64 1.82 -6.31  0.12
H 0.92 1.72 -5.48  0.08
H -1.50 4.69 -5.88  0.15
H 0.16 5.21 -5.67  0.15
H -2.04 5.63 -3.75  0.14
H -0.34 6.06 -3.50  0.14
H -1.06 4.14 -1.95  0.16

=====

The following is a DFT calculation (wB97M-V/def2-TZVPD) of a 2-piece molecular cluster, C4H13NO2 overall at a distorted geometry.

2S+1: 2
<S²>: 0.7543
Total charge: +1
Kohn-Sham gap (spin up / spin down) in eV: 10.0 / 5.2
LUMO level (spin up / spin down) in eV: -3.46 / -8.28

Last column: Mulliken spin population.
Atoms and positions in Å:
C 0.67 -0.08 2.97  0.06
C -0.44 -0.91 2.33  0.01
N -0.57 -0.63 0.90  0.78
C 0.41 -1.20 0.02  0.05
C 0.31 -0.97 -1.49  0.01
O -1.05 -0.69 -1.93  0.01
H 0.53 0.96 2.71  -0.01
H 1.67 -0.43 2.72  0.00
H 0.62 -0.29 4.04  -0.01
H -1.41 -0.59 2.71  0.00
H -0.34 -1.98 2.50  0.02
H -1.51 -0.71 0.52  -0.03
H 0.30 -2.27 0.25  0.07
H 1.40 -0.90 0.38  0.02
H 0.94 -0.15 -1.82  0.01
H 0.56 -1.87 -2.04  0.00
H -1.49 -0.28 -1.17  0.00
H 0.20 4.10 -5.14  0.00
H -0.85 4.29 -4.14  0.00
O 0.05 4.59 -4.32  0.00

=====

The following is a DFT calculation (wB97M-V/def2-TZVPD) of a 4-piece molecular cluster, C5H18N2O3 overall at a distorted geometry.

Kohn-Sham gap in eV: 8.8
LUMO level in eV: 0.69

Last column: Löwdin charge in e.
Atoms and positions in Å:
C 0.74 -0.76 -0.76  -0.25
C -0.17 -1.63 0.02  -0.15
C -1.52 -1.01 0.32  -0.36
C -2.42 -0.53 -0.58  -0.01
C -0.86 -0.54 2.54  -0.13
N -1.93 -0.98 1.65  -0.06
N 1.89 -1.45 -1.33  0.05
H 0.23 -0.35 -1.61  0.10
H 1.12 0.01 -0.14  0.08
H -0.50 -2.48 -0.59  0.13
H 0.31 -2.06 0.86  0.10
H -2.31 -0.59 -1.66  0.06
H -3.45 -0.33 -0.34  0.05
H -0.39 -1.43 3.01  0.08
H -1.03 0.22 3.35  0.09
H 0.01 0.05 2.10  0.09
H -2.89 -0.61 1.81  0.14
H 2.57 -1.65 -0.68  0.04
H 1.98 -2.04 -2.03  0.00
H 3.31 1.03 -1.59  -0.05
H 3.59 1.82 -0.27  0.10
O 3.19 1.82 -1.20  -0.03
H -1.83 1.93 -1.98  0.02
H -1.78 1.72 -0.64  0.02
O -1.14 1.89 -1.33  -0.05
H 0.52 2.45 0.70  -0.05
H 1.47 2.56 -0.27  0.02
O 1.28 2.93 0.62  -0.04